C25H65F3O29P6 | ωB97M-V/def2-TZVPD

Results
- F_max: 2.7 eV/Å
- Molar mass: 1072.60 g/mol
- Multiplicity: 1
- Highest occupied orbital energy: -0.3749 hartree
- Net charge: 0
- Kohn-Sham gap: 0.3921 Ha
- Calculated total energy: -5521.7573 hartree
- SMILES string: O=CO[C@H](COCOCCO)C(F)(F)F.COP(=O)(OC)OC.COP(=O)(OC)OC.COP(=O)(OC)OC.COP(=O)(OC)OC.COP(=O)(OC)OC.COP(=O)(OC)OC

Cartesian coordinates (Å):
O1 0.0852 -1.2090 0.2728
C1 -0.0949 -1.1373 -0.8751
O2 -0.5940 -0.0265 -1.4963
C2 -1.9078 0.3360 -1.0470
C3 -2.7866 0.3360 -2.3079
O3 -4.1510 0.0428 -2.0936
C4 -4.7942 0.9686 -1.2522
O4 -6.1362 1.0820 -1.5861
C5 -7.0170 0.6753 -0.5471
C6 -7.1432 -0.8451 -0.6044
O5 -7.6066 -1.2572 -1.8687
C7 -1.7653 1.7142 -0.3566
F1 -2.5962 1.8266 0.6530
F2 -0.5655 1.8374 0.1517
F3 -1.9408 2.7233 -1.1691
H1 0.1594 -1.9628 -1.5498
H2 -2.2583 -0.3927 -0.3244
H3 -2.6536 1.2408 -2.9013
H4 -2.4011 -0.4672 -2.9288
H5 -4.6960 0.6091 -0.2217
H6 -4.3390 1.9637 -1.2917
H7 -8.0088 1.0769 -0.7279
H8 -6.7074 1.0270 0.4387
H9 -7.8057 -1.2206 0.1717
H10 -6.1503 -1.2760 -0.4240
H11 -6.8674 -1.1419 -2.4791
C8 3.5020 -5.4430 3.2952
O6 2.1497 -5.8716 3.5058
P1 1.1275 -5.8719 2.2903
O7 1.7233 -6.0798 0.9684
O8 0.2927 -4.5331 2.4534
C9 0.9990 -3.3037 2.6388
O9 0.0861 -6.9617 2.7576
C10 -0.4989 -7.8099 1.7630
H12 4.1627 -6.1483 3.7945
H13 3.7594 -5.4076 2.2373
H14 3.6383 -4.4558 3.7366
H15 1.8834 -3.2521 2.0016
H16 1.2893 -3.2081 3.6865
H17 0.3352 -2.4858 2.3820
H18 -1.1947 -8.4740 2.2692
H19 0.2702 -8.4071 1.2757
H20 -1.0386 -7.2226 1.0212
C11 7.2406 -8.9434 -1.5509
O10 7.3994 -7.7097 -0.8449
P2 7.2453 -7.6884 0.7383
O11 7.6043 -8.9295 1.4244
O12 5.7659 -7.1721 0.9968
C12 4.6865 -7.8029 0.3009
O13 8.0991 -6.4166 1.1161
C13 8.8529 -6.4444 2.3364
H21 8.0409 -9.0201 -2.2842
H22 7.2887 -9.8028 -0.8830
H23 6.2827 -8.9394 -2.0715
H24 4.8227 -8.8854 0.2515
H25 4.6146 -7.3906 -0.7061
H26 3.7634 -7.5845 0.8311
H27 9.3587 -5.4870 2.4369
H28 9.6005 -7.2343 2.2970
H29 8.1979 -6.5943 3.1937
C14 -3.2813 5.1263 0.8894
O14 -3.3157 6.3614 0.1681
P3 -4.7189 7.0311 -0.1616
O15 -5.7920 6.7544 0.7948
O16 -5.0250 6.6072 -1.6637
C15 -4.9189 5.2300 -2.0195
O17 -4.3129 8.5441 -0.3291
C16 -5.2380 9.5443 0.1205
H30 -2.5090 5.1960 1.6530
H31 -4.2347 4.9081 1.3701
H32 -3.0278 4.3216 0.2050
H33 -5.3263 4.5830 -1.2393
H34 -3.8715 4.9802 -2.2001
H35 -5.4811 5.0721 -2.9360
H36 -4.8028 10.5175 -0.0883
H37 -5.3984 9.4537 1.1930
H38 -6.1869 9.4568 -0.4068
C17 -9.8026 10.4921 2.5420
O18 -9.7098 11.5293 3.5250
P4 -8.2997 12.1979 3.8272
O19 -7.3571 12.2220 2.7078
O20 -7.7794 11.4645 5.1371
C18 -7.7885 10.0377 5.1719
O21 -8.7353 13.6040 4.3935
C19 -7.9201 14.7402 4.0816
H39 -10.6743 10.6901 1.9219
H40 -8.9181 10.4528 1.9075
H41 -9.9346 9.5327 3.0422
H42 -7.4693 9.6120 4.2187
H43 -8.7915 9.6864 5.4182
H44 -7.1021 9.7140 5.9496
H45 -8.3653 15.6040 4.5687
H46 -7.9029 14.9087 3.0063
H47 -6.9054 14.6025 4.4524
C20 -1.5682 -1.2850 -8.1630
O22 -2.8614 -1.6998 -7.7112
P5 -2.9847 -2.6145 -6.4174
O23 -1.9268 -2.4421 -5.4184
O24 -3.1583 -4.0912 -6.9751
C21 -2.2363 -4.5676 -7.9544
O25 -4.4459 -2.2777 -5.9331
C22 -4.6785 -2.2383 -4.5205
H48 -1.6196 -0.2273 -8.4127
H49 -0.8045 -1.4321 -7.4001
H50 -1.3023 -1.8471 -9.0583
H51 -1.2158 -4.2519 -7.7293
H52 -2.5300 -4.2012 -8.9391
H53 -2.2768 -5.6534 -7.9571
H54 -5.7293 -2.0075 -4.3630
H55 -4.0765 -1.4581 -4.0643
H56 -4.4521 -3.2009 -4.0630
C23 14.5346 -1.6189 3.4160
O26 14.0400 -1.7005 2.0757
P6 13.0435 -2.8739 1.6782
O27 12.1940 -3.3766 2.7588
O28 13.9622 -3.9635 0.9749
C24 15.1530 -4.3858 1.6366
O29 12.2892 -2.2414 0.4469
C25 10.9001 -2.5513 0.2722
H57 14.4739 -0.5811 3.7371
H58 13.9550 -2.2361 4.1014
H59 15.5781 -1.9343 3.4346
H60 14.9923 -4.5070 2.7096
H61 15.9457 -3.6572 1.4596
H62 15.4536 -5.3412 1.2152
H63 10.5641 -2.0442 -0.6284
H64 10.3230 -2.1874 1.1206
H65 10.7535 -3.6242 0.1553

Cartesian forces (eV/Å) of the 6 atoms listed first:
0.02 -0.14 2.70
0.31 0.02 -2.04
-0.56 -0.58 -0.45
0.44 0.61 -0.62
0.01 -0.44 -0.24
0.01 0.27 -0.02

C25H67N6O9Ti3 | ωB97M-V/def2-TZVPD

Results
- <S²>: 24.754
- F_max: 5.6 eV/Å
- Molar mass: 739.45 g/mol
- Multiplicity: 10
- Highest occupied orbital energy (spin up / spin down): -0.3616 / -0.4638 hartree
- Net charge: +2
- Relative energy (zero: lowest compared OMol25 entry of this formula, charge and spin): 0.000 eV
- Kohn-Sham gap (spin up / spin down): 0.1977 / 0.2643 Ha
- Calculated total energy: -4545.9651 hartree

Cartesian coordinates (Å):
Ti1 2.0671 1.4532 0.4202
Ti2 0.3305 1.2507 -3.3069
Ti3 -3.0848 2.5458 -2.9160
O1 -1.9233 -0.0251 0.1982
C1 -1.0903 0.3306 -0.7058
O2 -1.6189 0.6751 -1.7831
O3 0.1266 0.3743 -0.5093
H1 -2.6452 0.2214 -0.3847
C2 -4.7191 -1.7854 -1.9704
C3 -5.3445 -1.9629 -3.3837
C4 -5.9030 -3.4111 -3.7446
O4 -6.4057 -3.4128 -5.1598
C5 -6.9618 -4.5864 -5.5483
N1 -6.4900 -1.0913 -3.6280
H2 -5.3037 -2.1187 -1.1130
H3 -4.4625 -0.7391 -1.8044
H4 -3.7558 -2.2942 -1.9353
H5 -4.6913 -1.8293 -4.2460
H6 -6.7625 -3.6526 -3.1192
H7 -5.0293 -4.0429 -3.5847
H8 -7.1518 -5.1872 -4.6589
H9 -6.4912 -5.1629 -6.3447
H10 -8.0169 -4.4302 -5.7727
H11 -7.3491 -1.4009 -3.1965
H12 -6.7062 -1.1407 -4.6134
C6 -1.0381 5.4477 -0.3086
C7 -1.8683 4.3478 -1.0227
C8 -3.1239 3.9613 -0.2762
O5 -3.6537 2.7571 -0.7902
C9 -4.6869 2.3524 -0.0312
N2 -2.2242 4.6728 -2.3601
H13 -1.1148 5.4339 0.7786
H14 -1.2648 6.4464 -0.6818
H15 -0.0007 5.1901 -0.5216
H16 -1.3722 3.3772 -1.0209
H17 -3.8181 4.8016 -0.2864
H18 -2.8494 3.9441 0.7785
H19 -4.4725 2.4905 1.0286
H20 -4.8057 1.3096 -0.3253
H21 -5.6463 2.8064 -0.2795
H22 -2.3082 5.6599 -2.5563
H23 -1.4193 4.6167 -2.9676
C10 1.8608 -2.2543 6.3182
C11 2.8059 -2.2647 5.0721
C12 2.0594 -2.4649 3.7459
O6 0.9816 -1.5375 3.4667
C13 0.1874 -1.7220 2.4425
N3 3.5717 -1.0274 5.0194
H24 1.6702 -3.3151 6.4812
H25 1.0044 -1.6037 6.1411
H26 2.2570 -1.7871 7.2198
H27 3.4862 -3.1012 5.2316
H28 1.5926 -3.4478 3.6817
H29 2.7015 -2.4269 2.8659
H30 -0.3557 -2.6585 2.3149
H31 0.7581 -1.7986 1.5170
H32 -0.5571 -0.9293 2.3686
H33 4.0788 -0.9824 4.1471
H34 2.8436 -0.3311 5.0912
C14 2.6264 -1.1507 -3.7911
C15 1.7890 -0.7346 -5.0679
C16 0.4010 -1.4632 -5.1697
O7 -0.4591 -0.9247 -4.1435
C17 -1.8346 -1.0547 -4.4185
N4 1.7565 0.7175 -5.0859
H35 2.6660 -2.2400 -3.7909
H36 2.2051 -0.8391 -2.8354
H37 3.6695 -0.8419 -3.8594
H38 2.3966 -1.1220 -5.8857
H39 0.5112 -2.5381 -5.3135
H40 0.0177 -1.2417 -6.1657
H41 -2.0189 -2.0337 -4.8609
H42 -2.1792 -0.3291 -5.1553
H43 -2.5029 -0.7319 -3.6202
H44 2.5728 1.3088 -5.1512
H45 1.2325 0.9681 -5.9122
C18 -0.4353 2.3581 2.8006
C19 1.0064 2.3979 3.2999
C20 1.1651 2.2972 4.8723
O8 2.5454 1.9127 5.2175
C21 2.7261 1.8484 6.6342
N5 1.6169 1.3011 2.7346
H46 -0.7291 2.0284 1.8041
H47 -0.8606 3.3615 2.8244
H48 -1.0641 1.7342 3.4357
H49 1.4216 3.2974 2.8454
H50 0.5860 1.4979 5.3349
H51 0.7254 3.1881 5.3208
H52 2.0655 1.1629 7.1652
H53 2.5165 2.8114 7.0999
H54 3.7451 1.6451 6.9633
H55 1.2977 0.4443 3.1637
H56 2.5516 1.2630 3.1153
C22 3.3886 -1.8883 0.0971
C23 4.1540 -0.9043 1.0407
C24 5.6603 -1.2348 1.1449
O9 6.3195 -0.2044 1.8917
C25 7.7213 -0.3032 1.9439
N6 4.1095 0.4408 0.4523
H57 2.3872 -1.5325 -0.1451
H58 3.4063 -2.9363 0.3963
H59 3.8908 -2.0189 -0.8614
H60 3.6948 -0.8897 2.0292
H61 6.1206 -1.4110 0.1727
H62 5.6355 -2.1505 1.7358
H63 8.0730 0.0441 0.9724
H64 8.1893 -1.2723 2.1166
H65 8.2080 0.2455 2.7503
H66 4.4839 0.3170 -0.4776
H67 4.9313 0.8599 0.8637

Cartesian forces (eV/Å) of the 6 atoms listed first:
-0.85 -0.81 0.15
-0.51 -0.98 0.43
0.25 -0.33 0.02
-1.19 -0.63 1.80
2.57 0.89 -0.93
-0.54 1.31 -2.95

C25H67NO8Si2 | ωB97M-V/def2-TZVPD

Results
- F_max: 3.5 eV/Å
- Molar mass: 565.98 g/mol
- Multiplicity: 1
- Highest occupied orbital energy: -0.3387 hartree
- Net charge: 0
- Relative energy (zero: lowest compared OMol25 entry of this formula, charge and spin): 0.548 eV
- Kohn-Sham gap: 0.3653 Ha
- Calculated total energy: -2228.4598 hartree

Cartesian coordinates (Å):
C1 -3.5622 -6.7005 3.6978
C2 -2.0408 -6.6617 3.6591
C3 -1.3555 -6.3508 5.0008
C4 -1.1799 -7.6825 5.7589
Si1 -2.3373 -5.2506 6.1657
O1 -2.8843 -3.8015 5.5110
Si2 -1.7598 -2.8342 4.7479
N1 -1.6653 -3.3383 3.0721
C5 -2.9108 -3.0817 2.3288
C6 -0.5202 -2.8712 2.3950
C7 0.6961 -3.7532 2.5142
O2 -0.5015 -1.8915 1.7529
H1 -4.0176 -5.7234 3.7728
H2 -3.9227 -7.3772 4.4579
H3 -3.8994 -7.1174 2.7569
H4 -1.7168 -7.6552 3.3670
H5 -1.7288 -6.0061 2.8598
H6 -0.3755 -5.9199 4.8245
H7 -1.0105 -7.5448 6.8184
H8 -0.3933 -8.2783 5.3174
H9 -2.0935 -8.2420 5.6198
H10 -3.5397 -6.0128 6.5674
H11 -1.5817 -4.9268 7.3967
H12 -0.4455 -2.8857 5.4215
H13 -2.2778 -1.4625 4.7965
H14 -3.7428 -3.4575 2.9014
H15 -3.0798 -2.0430 2.0811
H16 -2.9007 -3.6721 1.4262
H17 1.4154 -3.3114 3.1884
H18 1.1079 -3.9442 1.5367
H19 0.3950 -4.7062 2.9201
C8 -6.7638 -1.7688 -1.5193
C9 -6.3638 -2.1088 -0.0953
C10 -6.6829 -0.9663 0.8577
O3 -4.9685 -2.4022 -0.0526
H20 -6.2051 -0.8957 -1.8583
H21 -6.5209 -2.5906 -2.1942
H22 -7.8323 -1.5570 -1.6003
H23 -6.8824 -3.0113 0.2327
H24 -6.1336 -0.0654 0.5703
H25 -6.3799 -1.2199 1.8748
H26 -7.7499 -0.7365 0.8588
H27 -4.4944 -1.6125 -0.3475
C11 -1.9440 1.2599 -2.2402
C12 -2.9861 0.4516 -2.9935
C13 -3.3308 1.1015 -4.3235
O4 -4.1699 0.3125 -2.1989
H28 -2.3209 2.2636 -2.0209
H29 -1.7069 0.7892 -1.2846
H30 -1.0264 1.3547 -2.8226
H31 -2.6121 -0.5583 -3.1643
H32 -3.7500 2.0993 -4.1651
H33 -4.0824 0.5139 -4.8531
H34 -2.4477 1.1962 -4.9560
H35 -4.5199 1.1965 -2.0347
C14 -0.0669 5.4249 -4.7480
C15 0.2528 4.1376 -4.0029
C16 1.7208 4.0728 -3.6116
O5 -0.0855 3.0110 -4.8123
H36 0.5146 5.4870 -5.6720
H37 -1.1212 5.4549 -5.0264
H38 0.1578 6.3017 -4.1387
H39 -0.3689 4.0698 -3.1088
H40 2.3600 4.0912 -4.4975
H41 1.9360 3.1433 -3.0841
H42 1.9955 4.9113 -2.9684
H43 0.4531 3.0477 -5.6117
C17 -1.4578 0.8786 9.1476
C18 -2.0445 0.8845 7.7440
C19 -3.4703 1.4144 7.7404
O6 -2.0140 -0.4329 7.1961
H44 -2.0421 0.2282 9.8044
H45 -0.4379 0.4928 9.1340
H46 -1.4454 1.8817 9.5767
H47 -1.4243 1.5005 7.0918
H48 -4.1165 0.7803 8.3537
H49 -3.8772 1.4089 6.7288
H50 -3.5157 2.4329 8.1293
H51 -2.5579 -0.9995 7.7570
C20 6.2529 4.2236 -3.5938
C21 5.6275 2.8689 -3.3019
C22 6.6913 1.7983 -3.1133
O7 4.7499 2.5010 -4.3657
H52 6.8364 4.1814 -4.5162
H53 5.4785 4.9808 -3.7312
H54 6.9102 4.5406 -2.7821
H55 5.0112 2.9338 -2.4040
H56 7.2892 1.6894 -4.0222
H57 6.2288 0.8317 -2.9106
H58 7.3600 2.0452 -2.2870
H59 5.2752 2.4366 -5.1728
C23 10.3417 5.4969 -6.5735
C24 9.3045 4.6895 -7.3389
C25 8.9804 5.3303 -8.6797
O8 8.1145 4.5614 -6.5589
H60 9.9668 6.5027 -6.3646
H61 10.5602 5.0270 -5.6139
H62 11.2709 5.5848 -7.1382
H63 9.6753 3.6766 -7.4984
H64 8.5638 6.3310 -8.5356
H65 8.2334 4.7424 -9.2140
H66 9.8707 5.4134 -9.3045
H67 7.7662 5.4480 -6.4043

Cartesian forces (eV/Å) of the 6 atoms listed first:
0.29 -0.30 -0.62
-0.15 -0.08 0.16
-0.18 -0.05 0.12
-0.29 0.45 -0.33
-0.74 0.17 -0.11
1.12 -0.30 -0.03

C25H68F6KN11O15S2 | ωB97M-V/def2-TZVPD

Results
- F_max: 4.4 eV/Å
- Molar mass: 980.10 g/mol
- Multiplicity: 1
- Highest occupied orbital energy: -0.3334 hartree
- Net charge: 0
- Kohn-Sham gap: 0.3394 Ha
- Calculated total energy: -4719.8033 hartree

Cartesian coordinates (Å):
K1 1.4720 -0.1115 1.0549
C1 4.9164 0.1284 -0.2726
F1 6.1969 -0.2748 -0.2151
F2 4.1731 -0.4965 0.7867
F3 4.8416 1.4469 -0.0430
S1 3.9695 -0.3984 -1.8118
O1 4.7356 -1.4746 -2.3027
O2 2.6562 -0.6435 -1.2686
N1 3.9881 0.8904 -2.6753
S2 4.8453 0.9956 -3.9889
O3 6.2546 0.6677 -3.8359
O4 4.1972 0.5304 -5.1918
C2 4.8708 2.8413 -4.0402
F4 5.8152 3.3962 -3.2953
F5 5.1324 3.2396 -5.3016
F6 3.7145 3.4258 -3.6632
C3 -1.2427 -3.0327 -1.4536
O5 -0.4270 -2.5755 -0.7096
N2 -1.3251 -4.3446 -1.7347
N3 -2.2400 -2.2547 -1.9947
H1 -0.4816 -4.8797 -1.4819
H2 -1.7260 -4.4801 -2.6488
H3 -2.2061 -1.2782 -1.7445
H4 -3.0878 -2.7668 -2.3669
C4 -2.1160 1.1720 -0.5973
O6 -1.0867 1.2056 0.0472
N4 -3.2815 0.7406 0.0297
N5 -2.2241 1.2086 -1.9176
H5 -3.3249 0.7311 1.0351
H6 -4.1671 0.9588 -0.4416
H7 -1.3565 1.5598 -2.3149
H8 -3.0878 1.4391 -2.3889
C5 2.7683 -4.1393 -1.2712
O7 2.5557 -4.4701 -0.1046
N6 3.8119 -4.6887 -1.9595
N7 1.9480 -3.3460 -2.0305
H9 4.5278 -5.1385 -1.4985
H10 4.0511 -4.3760 -2.8713
H11 2.3043 -2.9467 -2.9432
H12 1.3548 -2.6574 -1.5195
C6 0.9179 1.2214 -5.1193
C7 0.8982 -0.2682 -5.5043
O8 1.8352 -1.0156 -4.7506
O9 0.8061 1.7112 -3.7292
H13 0.0759 1.6204 -5.7685
H14 1.8878 1.6454 -5.5624
H15 1.0446 -0.3579 -6.5394
H16 -0.0924 -0.6782 -5.1490
H17 2.7116 -0.5679 -4.8909
H18 1.6059 1.2747 -3.2960
C8 4.5749 -3.7070 2.6537
C9 4.6834 -3.5937 4.1272
O10 3.7895 -2.6190 4.6126
O11 3.2554 -4.1343 2.4334
H19 5.2472 -4.4619 2.2668
H20 4.8236 -2.6955 2.2585
H21 5.6876 -3.2776 4.4360
H22 4.3608 -4.5400 4.6239
H23 2.9457 -2.7266 4.1768
H24 3.2186 -4.6601 1.5646
C10 -1.2439 -3.5270 3.3760
C11 -0.3575 -2.3602 3.0447
C12 0.2635 -1.7347 4.3147
O12 -0.5325 -0.7127 4.8699
C13 -0.1151 -0.2912 6.1697
N8 0.6564 -2.6720 2.0660
H25 -1.9941 -3.3461 4.1214
H26 -0.6930 -4.3661 3.7395
H27 -1.7243 -3.8281 2.4779
H28 -1.0478 -1.5701 2.6292
H29 1.1651 -1.2460 3.9122
H30 0.5115 -2.5022 5.1145
H31 0.9227 -0.4579 6.4292
H32 -0.5884 -0.8321 6.9045
H33 -0.3337 0.7618 6.3414
H34 1.2266 -3.4581 2.3742
H35 0.2764 -2.9768 1.1496
C14 -4.7089 3.0145 2.4005
C15 -3.6294 3.3515 3.3387
C16 -2.5556 2.2269 3.4938
O13 -2.9406 0.9447 3.0821
C17 -3.7517 0.3708 4.0588
N9 -2.8585 4.5913 3.1199
H36 -4.3586 3.1939 1.3216
H37 -5.5657 3.6566 2.4505
H38 -5.0818 1.9603 2.4751
H39 -4.0520 3.5490 4.3795
H40 -2.1640 2.1797 4.4991
H41 -1.7040 2.4680 2.8874
H42 -4.5274 1.0561 4.3273
H43 -3.1524 0.0563 4.9053
H44 -4.2355 -0.4938 3.6189
H45 -2.4506 4.4322 2.1978
H46 -3.4239 5.4000 3.0819
C18 -3.9876 0.6288 -5.6009
C19 -4.1216 -0.3814 -4.4904
C20 -5.2642 0.1022 -3.5538
O14 -4.9543 1.3837 -3.0340
C21 -6.1684 1.9795 -2.5449
N10 -4.4985 -1.7205 -4.9423
H47 -3.5686 1.5850 -5.2584
H48 -4.9305 0.7888 -6.1429
H49 -3.3068 0.2183 -6.3139
H50 -3.1643 -0.3984 -3.9275
H51 -5.2752 -0.5024 -2.6191
H52 -6.2074 -0.0325 -4.0885
H53 -6.5113 1.5372 -1.6263
H54 -7.0079 1.9265 -3.3382
H55 -5.9766 3.0264 -2.3711
H56 -4.0620 -2.0789 -5.8051
H57 -5.4939 -1.8148 -5.0205
C22 1.0790 3.5351 3.8844
C23 1.4645 2.5927 2.7663
C24 2.0505 3.4933 1.7186
O15 2.2828 2.6587 0.5745
C25 2.5774 3.4280 -0.5421
N11 2.2730 1.4882 3.2388
H58 0.6394 2.9109 4.6396
H59 0.3330 4.3109 3.5974
H60 1.9437 4.1402 4.2595
H61 0.6031 2.1754 2.2842
H62 3.0223 3.8677 2.0222
H63 1.3398 4.3937 1.3548
H64 3.4735 4.1054 -0.5055
H65 1.7568 4.1162 -0.7491
H66 2.7901 2.7635 -1.3862
H67 2.5374 1.7256 4.1911
H68 3.1037 1.2355 2.7588

Cartesian forces (eV/Å) of the 6 atoms listed first:
-0.52 -0.14 -0.28
-0.83 -0.42 1.32
-1.50 0.38 0.01
1.79 0.90 -1.08
0.32 -0.86 -0.13
-0.23 0.52 1.76

Q: Look up the calculated total energy of the third one.
A: -2228.4598 hartree

Q: What is the molar mass in the first record?
A: 1072.60 g/mol

Q: Which formula does entry 3 have?
A: C25H67NO8Si2